Formula: C17H18BCaN7O4
Source: OMol25
Level of theory: ωB97M-V with the def2-TZVPD basis set

Summary:
Orbital gap (spin up / spin down), eV: 4.12 / 5.10
Spin multiplicity: 1
Maximum force, eV/A: 4.3
Highest occupied orbital energy (spin up / spin down), eV: -15.079 / -15.127
Net charge: +2
LUMO energy (spin up / spin down), eV: -10.960 / -10.027

XYZ file:
```
48
Properties=species:S:1:pos:R:3:forces:R:3
C 2.64321 -0.41756 1.22750 1.598 -1.090 -0.429
N 1.81490 -1.04467 0.45011 1.864 -1.195 -0.083
N 2.30629 -2.06072 -0.26653 0.785 0.932 0.771
C 3.58529 -2.09144 0.09233 1.170 0.174 0.349
C 3.83656 -1.07475 1.02182 1.548 -0.672 -0.014
B 1.54488 -2.92911 -1.31805 -0.114 -0.922 1.212
N 0.23454 -3.52507 -0.72081 -0.402 0.753 0.437
N -0.66331 -2.75447 -0.01842 0.242 -0.069 -0.308
C -1.67597 -3.52640 0.37147 0.665 -0.245 -0.368
C -1.44249 -4.82860 -0.06701 0.570 -0.254 -0.408
C -0.22093 -4.78379 -0.74945 -0.792 0.016 0.360
Ca 0.01051 -0.61835 0.21209 -1.527 1.048 -0.043
N 1.22629 -2.11627 -2.61341 1.603 -1.218 -2.037
N 0.45159 -0.97945 -2.57605 -0.178 1.562 -2.781
C 0.45945 -0.51031 -3.84758 -1.276 0.887 2.698
C 1.22693 -1.33325 -4.68391 -0.274 0.765 -1.467
C 1.69185 -2.34684 -3.85535 0.159 -1.628 3.614
H -0.08853 0.40096 -4.10520 0.286 -0.463 0.109
H 2.31649 -3.21458 -4.04264 -0.099 0.233 -0.090
H 1.42360 -1.23082 -5.74445 -0.071 0.087 0.145
H 2.27533 -3.81828 -1.60366 0.063 -0.076 -0.265
H 0.35667 -5.53765 -1.24667 -0.042 -0.318 -0.034
H 4.19938 -2.83317 -0.34971 0.805 -0.368 -0.057
H -2.05929 -5.68758 0.08615 -0.120 -0.256 0.039
H 4.76595 -0.84745 1.48854 0.527 -0.098 0.116
H -2.49854 -3.10523 0.95387 0.325 -0.298 -0.246
H 2.34265 0.43242 1.83391 0.204 -0.305 -0.130
H -1.30859 -0.37863 -1.25316 -1.505 0.440 1.757
C -1.99883 -0.17431 -0.33072 -3.097 2.052 1.102
H -2.73306 -1.00518 -0.29881 -0.203 1.238 -0.393
H -1.67304 -0.08989 0.88036 -1.859 -0.245 -3.093
H -2.30525 0.91650 -0.39020 -0.720 -1.562 -0.541
O 1.57974 3.54367 -0.27891 1.080 0.706 -0.584
C 0.77765 2.72125 0.20009 -2.794 -2.823 1.514
O 0.81174 1.46194 0.05724 0.367 2.792 -0.277
C -0.33406 3.33647 1.05699 -0.480 1.290 0.998
C -1.12519 2.56825 1.95135 0.815 -0.278 -0.580
C -2.06510 3.13395 2.80223 -0.016 1.039 -0.159
C -2.23725 4.53682 2.81349 1.423 -0.632 -1.316
C -1.44317 5.33882 1.95411 -0.977 -0.652 0.938
C -0.52292 4.74180 1.10877 0.454 -0.643 -0.417
N -3.21180 5.15406 3.72667 -1.189 0.923 1.128
O -3.87172 4.39596 4.44786 1.124 1.018 -1.220
O -3.29814 6.38752 3.70941 0.256 -2.042 -0.099
H -0.97680 1.48721 2.00704 -0.028 0.371 0.058
H -2.64759 2.50985 3.46362 -0.055 0.062 0.044
H -1.55943 6.41354 1.96995 -0.029 -0.020 0.032
H 0.07949 5.38278 0.47373 -0.086 -0.019 0.018
```
Positions in Å, forces in eV/Å.

***

Formula: C9H14
Source: OMol25
Level of theory: ωB97M-V with the def2-TZVPD basis set

Summary:
Orbital gap, eV: 9.92
Relative energy (zero: lowest compared OMol25 entry of this formula, charge and spin), kJ/mol: 112.4
Structure (SMILES): Cc1ccccc1.CC
Spin multiplicity: 1
Maximum force, eV/A: 3.2
Highest occupied orbital energy, eV: -8.901
LUMO energy, eV: 1.021

XYZ file:
```
23
Properties=species:S:1:pos:R:3:forces:R:3
C -2.96151 0.05205 1.03017 -2.076 -0.932 -0.326
C 0.63800 -0.93138 0.17272 -0.679 -0.369 0.097
C -0.48307 -0.09373 0.20189 -0.498 -0.543 0.814
C 0.59075 -2.23048 0.64047 -0.038 -0.544 0.145
C -1.66550 -0.57157 0.83466 2.457 -2.096 -0.155
C -0.51358 -2.73502 1.31565 0.476 1.094 -1.083
C -1.62506 -1.88436 1.34882 0.089 -1.151 1.562
H 1.60406 -0.66078 -0.17870 0.289 0.728 -0.679
H -0.39027 0.90050 -0.22381 -0.405 -0.157 0.181
H 1.41041 -2.91186 0.44127 0.284 0.271 0.242
H -0.35747 -3.74186 1.70032 -0.966 0.225 0.167
H -3.69242 -0.81240 1.10196 0.527 1.138 -0.313
H -3.23101 0.60649 0.13780 -0.325 0.760 0.392
H -2.48604 -2.25244 1.95281 0.448 0.419 -0.750
H -3.07541 0.50759 2.00909 0.121 0.854 -0.228
C 2.10962 2.08039 -0.82644 -1.488 -1.435 1.164
C 2.05193 2.20308 -2.30884 -2.697 -1.506 -0.671
H 2.53131 2.89092 -0.29030 0.583 0.890 0.391
H 1.03699 1.97736 -0.47067 1.412 0.327 -0.184
H 2.60146 1.13665 -0.49584 -0.117 0.775 -0.293
H 1.45149 3.07527 -2.64637 0.442 -0.549 0.165
H 1.49537 1.23941 -2.62012 0.617 1.566 -0.050
H 2.95993 2.15617 -2.82654 1.545 0.234 -0.587
```
Positions in Å, forces in eV/Å.

***

Formula: C19H44Br2IN7O8P2
Source: OMol25
Level of theory: ωB97M-V with the def2-TZVPD basis set

Summary:
Orbital gap, eV: 7.73
Structure (SMILES): CO[C@](CON=O)([PH2]=N)[C@H](N[C@H](Br)[C@@H](C)Br)P(O)I.CN(C)C=O.CN(C)C=O.CN(C)C=O.CN(C)C=O
Spin multiplicity: 1
Maximum force, eV/A: 0.8
Highest occupied orbital energy, eV: -8.629
LUMO energy, eV: -0.894

XYZ file:
```
83
Properties=species:S:1:pos:R:3:forces:R:3
C -1.18897 3.05513 3.78812 -0.022 0.064 -0.116
O 0.02966 2.36699 3.56463 0.141 0.143 0.172
C -0.01459 0.94555 3.49998 -0.378 -0.131 0.028
C -0.53610 0.52939 2.11405 -0.183 0.182 -0.015
O -1.59521 -0.44091 2.21085 0.133 -0.382 -0.194
N -2.78334 0.03600 1.52889 0.014 0.437 -0.239
O -2.92699 -0.48121 0.50403 0.087 -0.200 0.282
P -1.09129 0.23246 4.86393 0.364 0.137 0.412
N -0.57415 0.65849 6.27955 -0.294 0.070 -0.237
C 1.42304 0.52262 3.87437 -0.011 0.116 -0.356
N 2.47392 1.34810 3.27462 -0.259 0.031 0.125
C 2.43401 1.64508 1.86568 0.387 0.670 -0.045
Br 2.93614 0.09223 0.82726 -0.028 -0.055 0.027
C 3.41227 2.80197 1.58652 0.185 -0.404 -0.254
C 4.84046 2.53822 2.02224 0.119 0.127 -0.093
Br 3.39890 3.18741 -0.33797 -0.118 0.247 0.115
P 1.79577 -1.33112 4.08146 -0.184 0.075 0.347
O 3.38926 -1.28628 3.76094 0.150 -0.212 0.228
I 1.04361 -2.62657 2.16058 -0.122 -0.294 -0.142
H -2.01087 2.63825 3.19888 -0.044 -0.043 0.026
H -1.44462 3.05947 4.84884 -0.071 -0.087 0.013
H -1.03881 4.08281 3.46487 0.067 0.005 0.002
H 0.23900 0.12107 1.46556 -0.058 -0.102 0.071
H -0.93176 1.42631 1.63071 0.027 0.067 0.010
H -0.99949 -1.13315 4.57456 -0.053 -0.139 -0.107
H -2.41559 0.55227 4.54913 -0.125 -0.031 -0.223
H -1.29443 1.15766 6.78932 0.198 -0.010 0.232
H 1.48896 0.77684 4.94222 -0.041 -0.005 0.048
H 2.39525 2.25021 3.73621 0.192 -0.032 0.121
H 1.46088 1.98368 1.50850 -0.101 -0.323 -0.108
H 3.00550 3.70965 2.02852 -0.078 -0.040 0.143
H 5.38047 1.95709 1.27905 -0.005 -0.092 0.056
H 4.86574 1.98832 2.96039 -0.040 0.029 0.081
H 5.37870 3.47564 2.14671 0.015 0.024 -0.006
H 3.78987 -0.57963 4.28474 0.247 0.173 -0.219
C 4.52660 -0.19615 -4.22042 -0.014 0.195 -0.179
O 5.15858 0.71702 -3.72278 0.060 -0.134 0.029
N 3.93598 -1.18688 -3.53102 -0.065 -0.219 0.055
C 3.16245 -2.22357 -4.18059 0.066 0.025 0.088
C 4.08897 -1.20823 -2.08537 0.105 0.071 -0.178
H 4.37807 -0.28526 -5.31097 -0.013 0.023 0.014
H 2.13195 -2.21980 -3.81994 -0.012 -0.009 -0.017
H 3.59387 -3.20814 -3.98846 -0.014 -0.016 -0.018
H 3.15465 -2.05206 -5.25513 0.001 0.005 -0.016
H 3.70974 -0.28458 -1.65656 0.014 0.025 -0.022
H 5.14492 -1.29020 -1.82413 -0.005 -0.029 0.071
H 3.54709 -2.05596 -1.67234 -0.034 -0.009 -0.024
C 8.47071 0.22145 0.92466 -0.013 -0.010 0.115
O 7.92036 1.09722 1.56732 0.019 -0.035 -0.019
N 8.22395 -0.04003 -0.37103 0.001 0.002 -0.089
C 8.89652 -1.10217 -1.08606 -0.056 0.085 0.000
C 7.24059 0.77822 -1.06461 -0.012 -0.009 0.074
H 9.23073 -0.44781 1.36507 -0.011 0.023 -0.004
H 9.45648 -0.70431 -1.93474 0.013 -0.020 -0.007
H 8.17726 -1.83469 -1.45921 0.015 -0.020 -0.004
H 9.59092 -1.60795 -0.41773 0.009 -0.009 0.010
H 7.53502 1.82733 -1.04387 -0.015 0.018 -0.006
H 6.26898 0.69301 -0.57612 -0.037 0.028 -0.048
H 7.14651 0.45168 -2.09610 -0.012 -0.005 -0.013
C -7.80043 -0.13452 1.66881 -0.052 0.064 0.111
O -8.94153 -0.03396 2.07655 0.046 -0.005 -0.023
N -7.44787 -0.72406 0.51238 0.062 -0.043 -0.094
C -6.06723 -0.80602 0.08495 -0.282 -0.052 -0.039
C -8.48390 -1.29752 -0.33342 0.071 0.051 0.046
H -6.93459 0.26305 2.22995 -0.020 -0.010 -0.009
H -5.93247 -0.29587 -0.87186 0.068 -0.002 0.006
H -5.76304 -1.84835 -0.03182 0.063 0.018 -0.005
H -5.43284 -0.33095 0.82641 0.009 0.028 0.030
H -9.19991 -0.52901 -0.62777 -0.016 -0.006 0.002
H -9.02762 -2.07328 0.20544 -0.018 -0.009 -0.010
H -8.01920 -1.72545 -1.21842 -0.079 -0.024 0.037
C -6.92766 -2.13154 -4.05936 0.001 -0.104 0.098
O -7.60974 -2.69140 -3.21942 0.107 0.040 -0.068
N -7.42386 -1.37813 -5.05521 -0.020 0.095 -0.111
C -6.57311 -0.73195 -6.03308 -0.103 -0.021 0.036
C -8.86625 -1.21529 -5.14348 0.039 -0.027 0.029
H -5.82618 -2.19806 -4.07138 -0.018 -0.006 0.003
H -6.70454 0.35131 -6.00488 0.022 0.009 -0.010
H -6.80376 -1.08459 -7.03998 0.022 0.003 -0.014
H -5.53191 -0.96092 -5.81579 0.017 -0.005 0.005
H -9.25588 -0.75539 -4.23542 -0.012 0.006 0.002
H -9.35320 -2.18267 -5.26426 -0.013 -0.003 -0.003
H -9.09940 -0.58363 -5.99679 0.005 0.010 -0.013
```
Positions in Å, forces in eV/Å.

***

Formula: C20H9Cl4F6N3O6S2Ti
Source: OMol25
Level of theory: ωB97M-V with the def2-TZVPD basis set

Summary:
Orbital gap, eV: 6.80
Relative energy (zero: lowest compared OMol25 entry of this formula, charge and spin), kJ/mol: 48.2
Spin multiplicity: 1
Maximum force, eV/A: 0.5
Highest occupied orbital energy, eV: -2.676
Net charge: -2
LUMO energy, eV: 4.128

XYZ file:
```
51
Properties=species:S:1:pos:R:3:forces:R:3
Ti -0.81163 -0.60115 -0.04017 -0.185 -0.328 0.113
F 0.04885 -1.00607 -3.20862 -0.023 -0.025 -0.053
C -1.00660 -1.77205 -3.56585 0.065 0.005 0.030
F -0.64683 -3.04855 -3.32962 -0.038 -0.001 0.010
F -1.14153 -1.65422 -4.90309 0.020 0.006 0.017
S -2.57665 -1.20321 -2.71547 -0.024 -0.119 0.032
O -1.90399 -1.40021 -1.21724 -0.279 -0.114 -0.360
O -3.39717 -2.40153 -2.83321 0.033 0.042 -0.029
N -2.88561 0.15226 -3.07799 -0.038 0.016 0.025
S -1.81431 2.15101 -1.04041 0.070 -0.025 0.020
O -1.54687 3.14671 0.00947 -0.011 -0.002 -0.030
O -0.68522 1.04714 -0.96026 0.009 0.450 -0.098
C -1.00146 2.98735 -2.52612 0.015 -0.010 -0.003
F -0.66218 2.17731 -3.51822 -0.005 0.013 0.011
F -1.86270 3.90946 -3.01099 0.019 0.005 -0.002
F 0.10572 3.64568 -2.13903 -0.011 -0.005 -0.010
Cl -1.36664 0.98208 6.58259 -0.003 -0.001 -0.010
C -1.73360 0.71797 4.90622 0.011 -0.003 0.019
C -2.96351 1.09338 4.38915 -0.007 0.002 0.000
Cl -4.15101 1.82983 5.41845 0.003 -0.002 -0.004
C -3.25619 0.88348 3.03475 -0.008 -0.001 -0.005
Cl -4.77633 1.34612 2.35665 0.015 -0.006 0.001
C -2.31277 0.29635 2.20228 -0.084 0.008 -0.006
O -2.46247 0.04380 0.92799 0.259 -0.082 -0.065
C -1.06101 -0.09209 2.73453 0.085 -0.019 0.003
O -0.24859 -0.63230 1.85260 0.153 0.024 0.307
C -0.77714 0.12173 4.07274 -0.007 -0.014 0.020
Cl 0.77566 -0.35795 4.67427 -0.013 0.006 -0.009
C 3.18384 3.69866 0.08375 0.016 -0.001 -0.006
C 2.05555 3.36868 0.82030 -0.002 -0.017 -0.011
C 1.50829 2.09882 0.73017 -0.013 0.035 -0.004
C 2.10472 1.15778 -0.09443 0.000 -0.071 -0.018
C 3.23349 1.47852 -0.83782 -0.014 0.011 -0.019
C 3.77074 2.75187 -0.74726 -0.017 0.002 0.010
N 1.51302 -0.14605 -0.17774 0.062 0.097 0.025
N 2.32797 -1.06732 -0.31636 0.050 -0.031 0.026
C 1.72012 -2.34842 -0.36359 0.089 0.019 -0.005
C 2.56839 -3.43506 -0.54910 0.018 -0.035 -0.005
C 2.01859 -4.70499 -0.58763 0.012 0.028 0.005
C 0.64069 -4.85109 -0.45047 -0.027 0.009 0.005
C -0.18126 -3.74201 -0.28079 0.006 -0.032 0.001
C 0.34240 -2.45372 -0.21902 -0.179 0.190 0.077
H 3.59571 4.69916 0.14034 -0.003 0.000 0.000
H 1.57195 4.10565 1.44755 0.008 0.006 0.002
H 0.61597 1.84840 1.28402 -0.026 -0.019 -0.004
H 3.66292 0.73195 -1.49122 -0.002 -0.008 -0.001
H 4.63975 3.01027 -1.34041 -0.001 0.007 0.004
H 3.63304 -3.26693 -0.66275 -0.002 -0.009 0.001
H 2.65021 -5.57302 -0.73442 0.003 0.000 0.000
H 0.20148 -5.84192 -0.49763 0.000 0.000 -0.001
H -1.25579 -3.88160 -0.23091 0.000 0.000 -0.003
```
Positions in Å, forces in eV/Å.